Density functional theory data (the ωB97M-V functional and the def2-TZVPD basis) for an isolated ion of composition C3H5N4O and charge +1 at a distorted geometry.

Summary:
Total charge: +1
Molecular weight, g/mol: 113.100
2S+1: 1
Maximum force, eV Å⁻¹: 4.57
E_HOMO, eV: -14.08
HOMO-LUMO gap, Eh: 0.3103
Energy, hartree: -411.07670

The geometry in XYZ format:
```
13
Properties=species:S:1:pos:R:3:forces:R:3:mulliken_charge:R:1
C -1.756 -0.429 0.010 -0.90 -0.19 0.22 0.0419
C -0.509 0.034 -0.064 -0.78 -0.16 -3.45 -0.2267
C 0.775 0.313 0.494 -0.57 -1.05 -2.24 0.7654
N -2.493 -0.542 -1.137 -1.84 -1.14 1.59 -0.2263
N -0.627 -0.094 -2.260 2.17 0.98 3.90 -0.1550
N 0.956 0.531 1.769 -0.81 0.26 -0.14 -0.3625
N 1.746 0.212 -0.406 0.36 -0.05 1.29 -0.3400
O -1.790 -0.364 -2.210 -0.56 0.12 -1.28 0.1220
H -2.445 -0.847 0.824 1.43 1.07 -0.75 0.3578
H 0.121 0.832 2.284 1.09 -0.48 0.37 0.2717
H 1.857 0.255 2.107 0.12 0.50 1.08 0.2611
H 1.454 -0.082 -1.327 0.49 -0.03 -0.01 0.2602
H 2.712 0.181 -0.085 -0.20 0.18 -0.60 0.2302
```
Forces are in eV/Å.

---

Density functional theory data (the ωB97M-V functional and the def2-TZVPD basis) for one molecule with the formula C12H6O2 at a distorted geometry.

Summary:
Molecular weight, g/mol: 182.178
SMILES string: C#CC1=CC(=O)c2ccccc2C1=O
2S+1: 1
Maximum force, eV Å⁻¹: 6.74
E_HOMO, eV: -9.34
HOMO-LUMO gap, Eh: 0.2867
Energy, hartree: -610.97822

The geometry in XYZ format:
```
20
Properties=species:S:1:pos:R:3:forces:R:3:mulliken_charge:R:1
C 4.442 0.024 1.575 -4.91 2.59 -3.82 -0.1023
C 3.495 0.587 0.833 2.61 -3.91 3.55 -0.7401
C 2.070 0.681 0.064 1.62 -1.24 -2.08 0.6130
C 2.023 0.136 -1.286 -1.14 1.52 3.06 -0.4450
C 0.576 0.177 -2.044 -0.41 0.07 -1.98 0.2549
O 0.431 0.360 -3.294 0.74 -0.98 5.43 -0.5109
C -0.695 -0.076 -1.050 -2.50 -0.55 2.19 0.3866
C -1.978 -0.890 -1.478 0.64 1.81 3.79 -0.5275
C -3.105 -1.090 -0.380 2.22 1.30 1.05 -0.3191
C -3.034 -0.544 1.099 3.60 1.03 -2.70 -0.3962
C -1.759 0.300 1.522 -0.13 -1.49 -3.77 -0.4005
C -0.632 0.506 0.445 -1.23 -1.27 -0.87 0.4139
C 0.745 1.314 0.784 -0.38 2.31 1.53 0.2921
O 0.779 2.367 1.510 0.00 -5.16 -3.27 -0.5066
H 5.262 -0.515 2.194 -1.88 1.58 -1.55 0.3440
H 2.976 -0.302 -1.765 -1.89 0.93 0.65 0.3648
H -2.090 -1.325 -2.547 0.23 0.90 2.18 0.3317
H -4.032 -1.711 -0.662 1.70 1.14 0.43 0.2975
H -3.846 -0.729 1.890 1.35 0.22 -1.65 0.3221
H -1.626 0.730 2.591 -0.25 -0.82 -2.20 0.3276
```
Forces are in eV/Å.

---

Density functional theory data (the ωB97M-V functional and the def2-TZVPD basis) for one molecule with the formula C5H7N at a distorted geometry.

Summary:
Molecular weight, g/mol: 81.118
SMILES string: Cn1cccc1
2S+1: 1
Maximum force, eV Å⁻¹: 2.39
E_HOMO, eV: -8.11
HOMO-LUMO gap, Eh: 0.3364
Energy, hartree: -249.41720

The geometry in XYZ format:
```
13
Properties=species:S:1:pos:R:3:forces:R:3:mulliken_charge:R:1
C 0.160 -0.491 -1.788 0.20 0.00 -0.16 -0.8416
N 0.080 -0.006 -0.429 0.35 0.03 0.12 0.1199
C 1.049 0.039 0.502 0.16 -0.33 0.15 -0.2828
C 0.447 0.180 1.741 0.17 -0.10 0.00 -0.5372
C -0.947 0.278 1.531 0.18 0.23 -0.06 -0.3797
C -1.154 0.205 0.156 0.77 0.58 0.09 -0.3710
H 0.284 -1.577 -1.757 0.04 0.11 -0.19 0.2908
H 0.994 -0.037 -2.324 0.00 -0.04 0.00 0.3230
H -0.779 -0.281 -2.314 0.28 0.08 0.23 0.3022
H 2.082 0.037 0.196 0.11 -0.40 0.22 0.3714
H 0.974 0.261 2.679 -0.06 -0.12 0.02 0.3865
H -1.693 0.409 2.312 0.18 0.26 -0.38 0.3796
H -1.497 0.983 -0.504 -2.37 -0.31 -0.02 0.2387
```
Forces are in eV/Å.

---

Density functional theory data (the ωB97M-V functional and the def2-TZVPD basis) for a 4-piece molecular cluster, C17H31N2O8 overall at a distorted geometry.

Summary:
Total charge: -1
Molecular weight, g/mol: 391.441
2S+1: 1
Maximum force, eV Å⁻¹: 1.20
E_HOMO, eV: -4.57
HOMO-LUMO gap, Eh: 0.2476
Energy, hartree: -1377.80113

The geometry in XYZ format:
```
58
Properties=species:S:1:pos:R:3:forces:R:3:mulliken_charge:R:1
C -3.681 -0.827 0.206 -0.01 -0.29 0.09 -0.6812
C -3.868 -0.937 -1.285 0.03 -0.23 -0.07 0.2139
O -3.476 -1.908 -1.886 0.04 0.42 0.13 -0.5805
N -4.452 0.163 -2.017 -0.40 -0.19 -0.64 0.0819
C -3.633 1.337 -2.181 0.26 0.11 0.17 -0.8990
N -5.829 0.396 -1.824 0.44 0.65 0.91 0.1240
C -6.701 -0.844 -2.115 0.18 -0.05 0.40 0.6530
O -6.782 -1.541 -1.099 -0.14 -0.43 0.37 -0.6949
O -7.121 -0.931 -3.244 -0.31 -0.06 -0.90 -0.7119
C -6.214 1.128 -0.735 0.22 -0.01 -0.58 0.4209
O -5.499 1.705 0.058 -0.13 0.01 0.10 -0.5967
O -7.586 1.260 -0.724 -0.01 -0.15 0.16 -0.5032
H -4.207 -1.674 0.652 0.00 0.07 0.04 0.3061
H -2.615 -0.942 0.413 -0.04 0.00 -0.01 0.2760
H -4.027 0.105 0.634 -0.08 0.06 -0.08 0.3075
H -4.166 2.040 -2.821 0.02 -0.07 -0.03 0.3170
H -3.390 1.848 -1.239 -0.06 0.01 -0.02 0.2889
H -2.698 1.047 -2.667 -0.06 0.00 -0.07 0.3504
H -7.897 0.832 0.084 0.00 0.11 -0.02 0.3369
C -1.346 -0.540 4.544 0.04 0.02 -0.02 -0.5697
C -0.882 0.916 4.565 -0.06 -0.03 0.01 -0.5208
C -0.765 1.218 3.076 0.08 -0.07 -0.06 -0.1241
O -1.749 0.416 2.424 0.04 -0.03 0.04 -0.3446
C -2.273 -0.552 3.333 -0.01 0.11 0.08 -0.4021
H -1.846 -0.856 5.459 -0.01 0.01 0.01 0.3663
H -0.493 -1.203 4.374 0.00 0.00 0.00 0.2199
H -1.648 1.547 5.021 0.00 0.00 -0.01 0.2787
H 0.054 1.074 5.100 0.02 -0.02 -0.01 0.3329
H 0.221 0.943 2.688 0.05 0.09 0.08 -0.1074
H -0.946 2.268 2.840 -0.05 -0.01 -0.03 0.3003
H -3.293 -0.261 3.608 -0.01 -0.04 0.02 0.3074
H -2.317 -1.523 2.839 -0.01 0.02 -0.06 0.2717
C 3.262 -1.554 1.268 -0.01 0.05 -0.06 -0.7169
C 4.451 -0.611 1.096 0.02 -0.06 0.00 -0.3690
C 3.821 0.736 1.421 -0.05 0.01 -0.07 -0.3238
O 2.789 0.478 2.376 0.01 -0.01 0.03 -0.4038
C 2.538 -0.927 2.452 0.03 0.01 0.03 -0.0958
H 3.544 -2.591 1.447 0.01 0.00 0.01 0.4102
H 2.625 -1.522 0.381 -0.01 -0.01 0.00 0.2717
H 5.232 -0.851 1.822 -0.01 0.01 0.01 0.2657
H 4.893 -0.636 0.100 0.01 0.03 0.00 0.1668
H 3.371 1.188 0.531 0.03 0.00 -0.02 0.1682
H 4.528 1.448 1.848 -0.02 0.01 0.02 0.2673
H 2.931 -1.300 3.405 -0.01 -0.06 -0.02 0.2141
H 1.461 -1.099 2.427 -0.02 0.04 0.02 0.1270
C 5.519 -0.302 -4.612 -0.03 -0.03 0.03 -0.5542
C 4.106 0.154 -4.248 0.05 0.03 -0.01 -0.5893
C 4.173 0.170 -2.727 0.00 -0.07 0.01 -0.2558
O 5.525 0.494 -2.389 0.01 0.01 0.05 -0.3952
C 6.351 0.405 -3.549 -0.03 0.03 -0.04 -0.4151
H 5.819 -0.037 -5.624 -0.01 0.02 -0.01 0.3410
H 5.605 -1.385 -4.502 0.00 0.00 0.01 0.2627
H 3.924 1.161 -4.630 0.00 0.00 0.01 0.2764
H 3.322 -0.500 -4.626 0.00 -0.02 0.00 0.3565
H 3.934 -0.815 -2.310 -0.05 0.00 -0.03 0.1878
H 3.508 0.907 -2.276 0.01 0.01 0.02 0.2687
H 6.624 1.417 -3.869 0.01 -0.01 -0.02 0.2600
H 7.264 -0.132 -3.290 0.00 0.00 0.02 0.2573
```
Forces are in eV/Å.